(1)
A single C6H13NO molecule, computed with ωB97M-V/def2-TZVPD.

## Properties
- SMILES = CC(C)CNCC=O
- multiplicity = 1
- frontier orbital gap (eV) = 9.69

Geometry (Å):
O  -2.0821  -3.3619  -2.1728
C  -2.0521  -2.4394  -1.4024
C  -1.2089  -1.1835  -1.5645
N  -0.4181  -1.1103  -0.3479
C  -0.4407  0.0151  0.5722
C  0.6901  1.0251  0.3407
C  0.4585  2.2180  1.2914
C  2.0835  0.4534  0.4987
H  -2.4612  -2.6102  -0.3860
H  -0.5955  -1.2384  -2.4635
H  -1.8919  -0.3328  -1.5792
H  0.5166  -1.4546  -0.5108
H  -0.2528  -0.4078  1.5604
H  -1.3888  0.5351  0.4734
H  0.5583  1.4444  -0.6627
H  -0.6109  2.3785  1.4612
H  0.8941  2.0439  2.2779
H  0.8300  3.1687  0.9011
H  2.7967  1.2116  0.8417
H  2.4084  -0.0510  -0.4112
H  2.1670  -0.3037  1.2821

***

(2)
A molecular structure, C36H47N7O3PtS3Si, computed with ωB97M-V/def2-TZVPD.

## Properties
- multiplicity = 1
- frontier orbital gap (eV) = 6.09
- total charge = +2

Geometry (Å):
Pt  -0.0655  0.5787  -0.3015
C  5.1819  2.2139  5.3361
C  4.7572  1.7735  3.9634
C  3.5037  2.1069  3.4524
C  3.1194  1.6999  2.1870
C  4.0001  0.9484  1.4198
C  5.2494  0.5876  1.9117
C  5.6186  1.0101  3.1772
S  3.5981  0.5162  -0.2295
O  4.4373  -0.5668  -0.6436
O  3.5905  1.7009  -1.0444
N  2.0451  -0.0238  -0.1931
C  1.8030  -1.3577  0.0627
C  2.6393  -2.3321  0.6391
C  2.1332  -3.5926  0.8249
C  0.8132  -3.8916  0.4473
C  0.0584  -2.8871  -0.0924
N  0.5524  -1.6491  -0.2740
H  4.3946  2.7699  5.8411
H  6.0669  2.8490  5.2772
H  5.4503  1.3528  5.9490
H  2.8241  2.7015  4.0508
H  2.1448  1.9660  1.7974
H  5.9164  -0.0047  1.2996
H  6.5959  0.7462  3.5627
H  3.6488  -2.0787  0.9169
H  2.7527  -4.3575  1.2750
H  0.4027  -4.8844  0.5620
H  -0.9620  -3.0543  -0.4129
C  -2.5954  6.5387  1.6240
Si  -2.7718  5.5117  0.0829
C  -2.8472  6.5278  -1.4700
C  -4.2700  4.4171  0.2448
C  -1.1004  4.5784  -0.0433
C  0.0663  5.3291  -0.1406
C  1.3086  4.7243  -0.3221
C  1.3902  3.3563  -0.3951
N  0.2777  2.6115  -0.2594
C  -0.9107  3.2007  -0.0983
S  -2.0866  1.9621  -0.0329
H  -3.4727  7.1760  1.7579
H  -1.7183  7.1880  1.5871
H  -2.5070  5.9022  2.5073
H  -3.7941  7.0680  -1.5346
H  -2.7610  5.8980  -2.3583
H  -2.0427  7.2657  -1.5037
H  -5.1552  5.0579  0.2625
H  -4.2604  3.8432  1.1747
H  -4.3861  3.7176  -0.5853
H  0.0078  6.4110  -0.0861
H  2.2153  5.3052  -0.4130
H  2.3206  2.8439  -0.5782
C  -3.1626  -3.6252  2.5374
C  -2.4434  -2.6655  3.4743
N  -1.5110  -1.7771  2.7657
C  -1.6202  -0.5058  2.4202
S  -0.0581  0.2629  2.0266
N  -2.6997  0.2292  2.4456
C  -4.1113  -0.1196  2.6433
C  -4.6180  0.3174  4.0092
H  -3.7450  -4.3351  3.1243
H  -2.4461  -4.1890  1.9388
H  -3.8380  -3.1013  1.8614
H  -1.8466  -3.2319  4.1875
H  -3.1437  -2.0649  4.0475
H  -0.5893  -2.1575  2.6021
H  -2.5363  1.1906  2.1746
H  -4.2475  -1.1841  2.4929
H  -4.6636  0.3935  1.8554
H  -4.0532  -0.1512  4.8155
H  -5.6665  0.0411  4.1168
H  -4.5438  1.3990  4.1243
C  -2.2198  -2.1097  -4.9783
N  -2.4715  -2.1806  -3.5443
N  -1.8691  -1.3242  -2.6374
C  -2.4820  -1.4806  -1.3925
O  -2.1394  -0.8383  -0.3762
C  -3.4866  -2.4608  -1.5884
C  -3.4574  -2.8374  -2.9121
C  -4.3471  -3.7872  -3.6362
C  -0.6216  -0.6987  -2.9050
C  -0.4882  0.6979  -2.6938
C  0.7622  1.3005  -2.9366
C  1.8497  0.5352  -3.3316
C  1.6897  -0.8236  -3.5381
C  0.4568  -1.4440  -3.3250
H  -1.5563  -1.2773  -5.1890
H  -3.1551  -1.9554  -5.5129
H  -1.7544  -3.0270  -5.3363
H  -4.1456  -2.8414  -0.8283
H  -4.7235  -4.5364  -2.9444
H  -3.8279  -4.2866  -4.4524
H  -5.2044  -3.2567  -4.0551
H  -1.3843  1.2935  -2.5733
H  0.8557  2.3750  -2.8640
H  2.8103  1.0040  -3.4871
H  2.5315  -1.4196  -3.8664
H  0.3469  -2.5097  -3.4843

***

Number 1: energy -366.3720 hartree, molar mass 115.18 g mol⁻¹. Number 2: energy -3611.9163 hartree, molar mass 945.18 g mol⁻¹.